1.
DFT (wB97M-V/def2-TZVPD) results for a single C2H5PS molecule.

Output
HOMO level ... -0.3223 Ha
Spin multiplicity ... 1
LUMO level ... -0.0158 Ha
Total charge ... 0

Element x y z (Å)
C -1.410 0.167 0.377
C -0.157 -0.525 0.031
P 1.195 0.888 -0.481
S -2.517 0.164 -0.794
H -1.364 0.606 1.297
H -0.259 -0.983 -1.011
H 0.326 -1.189 0.746
H 2.124 -0.037 -0.967
H 2.062 0.909 0.802

---

2.
DFT (wB97M-V/def2-TZVPD) results for a 2-piece molecular cluster, C2H5PS overall.

Output
HOMO level (spin up / spin down) ... -0.3153 / -0.2995 Ha
Spin multiplicity ... 1
LUMO level (spin up / spin down) ... -0.0321 / -0.0232 Ha
Total charge ... 0

Element x y z (Å)
C 1.225 0.037 -0.217
C -1.368 0.697 0.239
P 2.777 -0.463 -0.042
S 0.230 1.400 -0.158
H -0.350 -1.708 -0.636
H -1.944 1.489 0.452
H -1.347 0.190 1.219
H -1.678 0.164 -0.586
H 2.455 -1.806 -0.271

---

In order of decreasing stability: 1, 2.

---

1.
DFT (wB97M-V/def2-TZVPD) results for a 2-piece molecular cluster, CH3NOSi overall.

Output
HOMO level ... -0.4036 Ha
Spin multiplicity ... 1
LUMO level ... -0.0330 Ha
Total charge ... 0

Element x y z (Å)
C -1.110 1.620 -0.742
N -1.118 1.522 -1.893
O -0.130 -0.353 1.381
Si 0.911 -1.192 0.648
H -1.076 1.815 0.355
H 1.669 -0.757 -0.512
H 0.853 -2.656 0.762

---

2.
DFT (wB97M-V/def2-TZVPD) results for a single CH3NOSi molecule.

Output
HOMO level ... -0.4087 Ha
Spin multiplicity ... 1
LUMO level ... 0.0101 Ha
Total charge ... 0

Element x y z (Å)
C 1.692 0.282 0.060
N 2.787 -0.003 -0.126
O 0.481 0.442 0.377
Si -1.000 -0.049 -0.033
H -0.752 -1.436 -0.550
H -1.464 -0.033 1.456
H -1.743 0.797 -1.183

---

In order of decreasing stability: 2, 1.

---

1.
DFT (wB97M-V/def2-TZVPD) results for a single C3H3N5 molecule.

Output
HOMO level ... -0.3610 Ha
Spin multiplicity ... 1
LUMO level ... -0.0658 Ha
Total charge ... 0

Element x y z (Å)
C 1.169 0.196 0.070
C -1.020 1.299 -0.251
C -1.908 0.201 0.337
H 2.736 -0.623 0.524
H -1.720 1.954 -1.022
H -2.797 0.309 1.097
N 2.368 0.243 0.609
N 0.340 1.395 -0.273
N -1.249 -0.986 0.635
N -0.416 -1.339 -0.480
N 0.720 -1.002 -0.710

---

2.
DFT (wB97M-V/def2-TZVPD) results for a single C3H3N5 molecule.

Output
HOMO level ... -0.3707 Ha
Spin multiplicity ... 1
LUMO level ... -0.0512 Ha
Total charge ... 0

Element x y z (Å)
C -0.588 0.654 0.885
C -0.275 -0.221 -1.317
C 0.974 -0.837 -0.922
H -1.930 -0.291 2.081
H -0.944 -0.408 -2.204
H 1.066 -1.808 -1.257
N -1.126 0.524 2.058
N -1.151 0.202 -0.328
N 1.663 -0.352 -0.047
N 1.657 0.960 0.278
N 0.652 1.576 0.773

---

3.
DFT (wB97M-V/def2-TZVPD) results for a single C3H3N5 molecule.

Output
HOMO level ... -0.3569 Ha
Spin multiplicity ... 1
LUMO level ... -0.0326 Ha
Total charge ... 0

Element x y z (Å)
C -0.293 -0.528 1.171
C 1.031 -0.504 -0.709
C 0.439 0.752 -1.301
H -0.781 0.465 2.804
H 1.760 -1.051 -1.344
H 1.004 1.592 -1.832
N -0.029 -0.175 2.298
N 0.730 -1.104 0.353
N -0.798 1.012 -1.194
N -1.584 0.122 -0.658
N -1.480 -0.580 0.412

---

4.
DFT (wB97M-V/def2-TZVPD) results for a single C3H3N5 molecule.

Output
HOMO level ... -0.3566 Ha
Spin multiplicity ... 1
LUMO level ... -0.0401 Ha
Total charge ... 0

Element x y z (Å)
C -1.205 -0.009 0.030
C -0.578 1.351 -0.315
C 1.524 0.542 0.452
H -2.595 -1.109 0.792
H -0.805 2.035 -0.954
H 2.290 1.080 0.953
N -2.414 -0.009 0.592
N 0.770 1.385 -0.367
N 1.700 -0.659 0.500
N 0.753 -1.411 -0.341
N -0.428 -1.208 -0.640

---

In order of decreasing stability: 3, 2, 4, 1.

---

1.
DFT (wB97M-V/def2-TZVPD) results for C2H5ClNO3P as an isolated structure.

Output
HOMO level ... -0.0791 Ha
Spin multiplicity ... 1
LUMO level ... 0.1936 Ha
Total charge ... -2

Element x y z (Å)
C -1.410 -0.664 -0.218
C -0.895 0.335 -1.234
N 1.254 0.333 -0.016
O -0.787 0.168 -2.418
O 1.523 -1.186 -2.049
O 1.653 1.397 -2.426
P 1.380 0.197 -1.611
Cl 1.579 1.006 10.230
H -0.548 -1.072 0.248
H -2.078 -1.365 -0.763
H -1.952 -0.022 0.547
H -0.963 1.349 -0.813
H 1.242 -0.476 0.524

---

2.
DFT (wB97M-V/def2-TZVPD) results for C2H5ClNO3P as an isolated structure.

Output
HOMO level ... -0.0817 Ha
Spin multiplicity ... 1
LUMO level ... 0.1983 Ha
Total charge ... -2

Element x y z (Å)
C -1.061 1.536 1.712
C -0.359 0.231 1.485
N 0.707 0.394 0.167
O 0.668 -0.042 2.413
O 2.542 1.642 1.715
O 2.822 -0.942 1.294
P 2.032 0.317 1.405
Cl -9.356 -2.440 -3.283
H -1.631 1.319 2.478
H -1.710 1.631 0.789
H -0.451 2.376 1.816
H -1.001 -0.523 1.268
H 0.593 1.346 -0.284

---

In order of decreasing stability: 2, 1.